[1]
# C33H28FeN6O3S2

A molecular structure, C33H28FeN6O3S2 (wB97M-V/def2-TZVPD, OMol25).

Geometry as ORCA input:
```
! RIJCOSX wB97M-V def2-TZVPD def2/J DEFGRID3
* xyz -2 5
Fe -0.79 0.23 0.54
C 2.46 -2.78 -0.60
C 1.66 -1.65 0.01
N 0.60 -1.19 -0.56
N 0.26 -1.76 -1.78
C -0.34 -0.92 -2.56
S -0.68 0.72 -2.30
S -0.95 -1.76 -4.06
C -0.42 -0.57 -5.32
C 1.03 -0.69 -5.68
C 2.02 -0.11 -4.87
C 3.36 -0.27 -5.19
C 3.74 -0.99 -6.31
C 2.77 -1.57 -7.12
C 1.43 -1.42 -6.80
C 2.16 -1.03 1.24
C 3.00 -1.77 2.08
C 3.58 -1.24 3.21
C 3.36 0.10 3.50
C 2.56 0.87 2.69
C 1.87 0.33 1.57
O 1.06 1.08 0.92
H 2.29 -2.84 -1.67
H 3.52 -2.66 -0.39
H 2.13 -3.73 -0.16
H -1.03 -0.77 -6.20
H -0.65 0.43 -4.95
H 1.72 0.44 -3.99
H 4.11 0.18 -4.55
H 4.79 -1.11 -6.55
H 3.05 -2.14 -8.00
H 0.67 -1.88 -7.42
H 3.16 -2.82 1.86
H 4.18 -1.87 3.87
H 3.81 0.55 4.39
H 2.34 1.91 2.92
O -0.90 -1.64 1.79
C -0.45 -1.91 2.95
C -0.04 -3.23 3.29
C 0.44 -3.55 4.54
C 0.54 -2.58 5.55
C 0.14 -1.29 5.25
C -0.35 -0.93 3.99
C -0.78 0.44 3.79
N -1.16 0.94 2.68
N -1.53 2.27 2.77
C -1.90 2.70 1.58
O -1.94 2.05 0.50
C -2.34 4.14 1.55
C -2.79 4.68 0.35
C -3.20 6.00 0.28
C -3.17 6.80 1.41
C -2.71 6.27 2.62
C -2.30 4.95 2.68
H -0.11 -3.98 2.51
H 0.75 -4.57 4.74
H 0.93 -2.83 6.53
H 0.21 -0.52 6.01
H -0.76 1.09 4.67
H -2.79 4.03 -0.52
H -3.54 6.41 -0.66
H -3.49 7.84 1.36
H -2.68 6.89 3.50
H -1.94 4.52 3.61
N -3.33 -2.28 -1.57
C -4.00 -1.13 -1.94
C -3.63 -0.19 -1.04
N -2.74 -0.72 -0.14
C -2.57 -1.98 -0.49
H -3.24 -3.12 -2.11
H -4.64 -1.10 -2.81
H -3.89 0.86 -0.99
H -1.90 -2.65 0.01
*
```

Properties
<S²>   6.009
Highest occupied orbital energy (alpha / beta)   -1.22 / -1.27 eV
Total energy   -3888.78990 hartree
ΔE to the lowest compared entry with this formula, charge and spin   81.0 kJ/mol


[2]
# C19H46LiN2O15P

A molecular structure, C19H46LiN2O15P in a non-equilibrium geometry (wB97M-V/def2-TZVPD, OMol25).

Geometry as ORCA input:
```
! RIJCOSX wB97M-V def2-TZVPD def2/J DEFGRID3
* xyz 0 1
C 1.27 5.41 2.80
N 0.76 4.10 2.18
C -0.63 4.06 2.26
C 1.16 4.07 0.79
C 1.38 2.90 2.99
C 2.93 2.82 3.11
O 3.23 1.83 4.17
H 1.09 5.33 3.81
H 0.61 6.14 2.61
H 2.24 5.70 2.53
H -0.94 3.23 2.35
H -1.25 4.33 1.42
H -1.02 4.64 3.13
H 2.24 3.97 0.60
H 0.92 4.87 0.48
H 0.65 3.15 0.15
H 0.97 2.01 2.66
H 0.96 2.96 3.98
H 3.33 3.78 3.46
H 3.57 2.72 2.16
H 2.72 2.22 4.96
C -2.16 -6.43 0.79
N -2.53 -4.99 0.69
C -3.03 -4.65 -0.66
C -3.55 -4.73 1.65
C -1.32 -4.20 0.91
C -0.70 -4.21 2.38
O 0.51 -3.47 2.37
H -1.51 -6.86 1.70
H -1.45 -6.63 -0.01
H -2.91 -7.10 0.39
H -3.87 -5.36 -0.92
H -2.20 -4.66 -1.44
H -3.44 -3.65 -0.56
H -4.59 -5.22 1.38
H -3.58 -3.58 1.89
H -3.51 -5.36 2.62
H -1.36 -3.12 0.79
H -0.53 -4.66 0.33
H -0.35 -5.14 2.89
H -1.49 -3.65 3.10
H 0.05 -2.55 2.31
Li -0.02 -0.08 0.76
P -1.82 -0.56 1.98
O -1.96 -0.62 0.53
O -0.49 -1.35 2.05
O -2.79 -0.89 3.08
O -1.10 0.71 2.03
C 2.32 -2.39 -5.84
O 1.73 -1.76 -4.74
C 1.03 -2.48 -3.82
O 0.59 -3.62 -3.95
O 0.81 -1.79 -2.67
C 0.05 -2.46 -1.58
H 3.38 -2.43 -5.71
H 2.21 -1.57 -6.64
H 2.02 -3.40 -6.33
H 0.17 -2.10 -0.48
H 0.39 -3.37 -1.46
H -1.08 -2.14 -1.53
C -1.14 5.72 -3.61
O -1.03 4.33 -3.65
C -1.57 3.49 -2.67
O -2.32 4.04 -1.84
O -1.30 2.30 -2.75
C -2.03 1.30 -1.97
H -0.50 6.30 -4.33
H -0.73 6.04 -2.75
H -2.08 6.19 -3.89
H -3.12 1.17 -2.34
H -1.86 1.51 -0.78
H -1.63 0.23 -2.33
C 3.31 -0.06 1.37
O 3.62 0.78 0.22
C 2.60 0.98 -0.57
O 1.48 0.64 -0.34
O 2.85 1.50 -1.75
C 2.01 1.64 -2.81
H 3.36 -1.10 1.19
H 2.46 0.21 1.93
H 4.00 -0.10 2.14
H 2.00 2.77 -3.08
H 1.17 1.09 -2.50
H 2.33 1.31 -3.71
*
```

Properties
Highest occupied orbital energy   -5.17 eV
Total energy   -2338.14443 hartree
ΔE to the lowest compared entry with this formula, charge and spin   336.0 kJ/mol


[3]
# C4H5AgMgO2

A molecular structure, C4H5AgMgO2 in a non-equilibrium geometry (wB97M-V/def2-TZVPD, OMol25).

Geometry as ORCA input:
```
! RIJCOSX wB97M-V def2-TZVPD def2/J DEFGRID3
* xyz 1 2
C 1.41 0.81 -0.24
C 0.62 0.39 0.96
C -0.81 0.39 0.73
C -1.43 -0.46 -0.16
O -2.69 -0.45 -0.42
O 2.29 0.05 -0.73
Ag 3.69 -1.94 -0.90
Mg -4.09 -1.30 -1.44
H 0.95 1.57 -0.91
H 1.03 -0.52 1.42
H -1.41 1.16 1.21
H -0.81 -1.20 -0.69
H 1.25 1.52 1.15
*
```

Properties
<S²>   0.750
Highest occupied orbital energy (alpha / beta)   -9.97 / -10.85 eV
Total energy   -652.56316 hartree
ΔE to the lowest compared entry with this formula, charge and spin   25.1 kJ/mol


[4]
# C22H28AuIN2O2P2

A molecular structure, C22H28AuIN2O2P2 in a non-equilibrium geometry (wB97M-V/def2-TZVPD, OMol25).

Geometry as ORCA input:
```
! RIJCOSX wB97M-V def2-TZVPD def2/J DEFGRID3
* xyz 2 1
Au 0.87 0.38 0.82
N 1.28 2.79 0.69
C -0.01 3.43 0.56
C -0.13 4.77 0.31
C -1.39 5.39 0.28
C -2.52 4.66 0.47
C -2.45 3.27 0.69
C -3.59 2.46 0.86
C -3.45 1.12 1.10
C -2.17 0.58 1.14
N -1.08 1.29 0.94
C -1.18 2.64 0.73
H 1.67 2.97 1.60
H 1.93 3.15 0.00
H 0.76 5.37 0.15
H -1.44 6.46 0.13
H -3.49 5.14 0.45
H -4.57 2.92 0.82
H -4.31 0.48 1.25
H -2.03 -0.48 1.33
C 3.82 -0.86 -0.50
P 2.96 -0.52 1.06
C 4.04 0.71 1.86
C 3.18 -1.98 2.09
C 2.56 -3.20 1.43
P 0.88 -2.81 0.65
C 0.50 -4.28 -0.32
C -0.22 -2.89 2.08
H 4.80 -1.29 -0.31
H 3.94 0.08 -1.04
H 3.23 -1.54 -1.13
H 5.04 0.29 1.99
H 3.63 0.98 2.83
H 4.11 1.60 1.24
H 2.71 -1.78 3.06
H 4.25 -2.11 2.27
H 2.38 -4.00 2.16
H 3.20 -3.58 0.63
H 1.01 -5.12 0.15
H 0.84 -4.17 -1.35
H -0.58 -4.44 -0.31
H -0.07 -3.85 2.57
H -1.25 -2.82 1.74
H -0.01 -2.09 2.79
I -3.08 1.40 -6.01
C -2.50 0.30 -4.33
C -3.33 -0.69 -3.83
C -2.94 -1.41 -2.72
C -1.72 -1.13 -2.10
C -0.88 -0.15 -2.62
C -1.27 0.58 -3.73
C -1.34 -1.92 -0.90
O -2.04 -2.79 -0.44
O -0.15 -1.57 -0.36
H -4.27 -0.91 -4.31
H -3.56 -2.20 -2.31
H 0.07 0.04 -2.15
H -0.63 1.34 -4.14
*
```

Properties
Highest occupied orbital energy   -13.21 eV
Total energy   -2230.72813 hartree
ΔE to the lowest compared entry with this formula, charge and spin   181.9 kJ/mol